(one)
This record from the Open Molecules 2025 dataset describes C7H13NO2 in the gas phase. The level of theory is ωB97M-V with the def2-TZVPD basis set.

Calculated values
SMILES = [H]/N=C(\OC)C1(OC)CCC1
HOMO-LUMO gap = 9.68 eV

```
! wB97M-V def2-TZVPD RIJCOSX def2/J DEFGRID3
* xyz 0 1
C -0.9751 0.3079 0.1455
C 1.8897 -1.1100 1.2886
C 1.4065 -0.9423 -0.2140
C 1.4035 0.3664 1.5929
C 0.9124 0.4330 0.1695
C -2.8535 -1.1273 -0.1604
C 0.7469 1.5786 -1.8243
N -1.6338 1.3525 0.3240
O -1.4564 -0.9052 -0.0417
O 1.2984 1.5463 -0.5012
H 1.4194 -1.8645 1.7814
H 2.9899 -1.1940 1.4253
H 2.1275 -0.7746 -0.9258
H 0.6796 -1.6815 -0.4450
H 0.5971 0.5114 2.2874
H 2.2541 1.0488 1.6620
H -2.8988 -2.2298 -0.4394
H -3.3162 -0.5812 -0.9444
H -3.3888 -0.8284 0.7891
H 1.0960 2.3847 -2.3597
H -0.3287 2.0045 -1.7643
H 0.6108 0.5759 -2.1159
H -2.5807 1.1286 0.2704
*
```

Mulliken population analysis, charges in e, atoms 1 to 8: 0.190, -0.493, -1.085, -1.076, 1.604, -0.954, -0.921, -0.637

(two)
This record from the Open Molecules 2025 dataset describes a 2-piece molecular cluster, C7H13NO2 overall. The level of theory is ωB97M-V with the def2-TZVPD basis set.

Calculated values
SMILES = CC(C)(C)C=O.N#CCO
HOMO-LUMO gap = 10.66 eV

```
! wB97M-V def2-TZVPD RIJCOSX def2/J DEFGRID3
* xyz 0 1
C -3.2332 -0.7130 -0.2543
C 1.4792 -1.5086 0.4213
C 2.3257 -0.0576 -1.4351
C 2.0276 0.9502 0.9657
C -3.9772 0.1646 0.6971
C 0.1899 0.5209 -0.6150
C 1.5671 -0.0036 -0.0553
N -2.6344 -1.3239 -1.0153
O -3.6808 1.5201 0.4358
O -0.4760 1.4276 -0.1715
H 0.5433 -1.9763 0.0348
H 2.4478 -2.0527 0.1642
H 1.3429 -1.5176 1.5326
H 2.8728 -0.9539 -1.4906
H 2.9580 0.8053 -1.5021
H 1.7255 -0.0721 -2.3977
H 3.0199 1.3082 0.6833
H 1.2101 1.6634 1.0730
H 2.0240 0.3844 1.8769
H -5.0468 0.1526 0.5207
H -0.1399 0.0472 -1.5909
H -2.7395 1.5153 0.4386
H -3.8059 -0.2805 1.6836
*
```

Mulliken population analysis, charges in e, atoms 1 to 8: 0.315, -1.310, -1.609, -1.371, -0.286, -0.412, 1.824, -0.424

Computed energies relative to the best structure, in eV: (one) 1.802; (two) 0.000

(one)
This record from the Open Molecules 2025 dataset describes C21H27N3O4 in the gas phase. The level of theory is ωB97M-V with the def2-TZVPD basis set.

Calculated values
SMILES = CCOC(=O)C1(CCc2ccccc2)CCN(C(=O)Cc2nonc2C)CC1
HOMO-LUMO gap = 9.88 eV

```
! wB97M-V def2-TZVPD RIJCOSX def2/J DEFGRID3
* xyz 0 1
C -2.1737 -4.4591 -1.3995
C -2.4894 -4.0431 0.0296
H -3.5723 -4.0199 0.1860
H -2.0220 -4.7171 0.7506
O -1.9531 -2.7513 0.3295
C -2.6645 -1.6924 -0.0650
O -3.7247 -1.7865 -0.6275
C -1.9787 -0.3571 0.2442
C -0.8949 -0.1602 -0.8396
H -1.3071 -0.4232 -1.8159
H -0.6192 0.8933 -0.8632
C 0.3639 -0.9837 -0.5711
N 0.8695 -0.6636 0.7438
C 1.8299 0.2281 1.0444
O 2.1048 0.5395 2.1890
C 2.6506 0.7889 -0.1264
C 3.5819 -0.2654 -0.5849
N 3.4297 -0.9832 -1.6631
O 4.4486 -1.8598 -1.6956
N 5.2524 -1.7063 -0.6321
C 4.7635 -0.7367 0.0864
C 5.3413 -0.2382 1.3505
H 4.5514 -0.1030 2.0876
H 6.0849 -0.9376 1.7199
H 5.8162 0.7283 1.1822
H 3.2209 1.6310 0.2688
H 2.0117 1.1303 -0.9384
C -0.0423 -1.0975 1.7830
C -1.3651 -0.3393 1.6548
H -2.0842 -0.7376 2.3726
H -1.1566 0.6957 1.9187
H 0.4146 -0.8769 2.7495
H -0.1904 -2.1745 1.6899
H 1.1134 -0.8033 -1.3400
H 0.1266 -2.0514 -0.5754
C -3.0805 0.7187 0.0929
H -3.9718 0.3556 0.6097
H -3.3332 0.7765 -0.9671
C -2.7979 2.1351 0.6187
C -1.6209 2.8249 -0.0131
C -1.6683 3.2020 -1.3525
C -0.5853 3.8158 -1.9541
C 0.5630 4.0731 -1.2227
C 0.6127 3.7261 0.1160
C -0.4723 3.1100 0.7158
H -0.4169 2.8530 1.7641
H 1.4962 3.9352 0.7005
H 1.4100 4.5505 -1.6928
H -0.6368 4.0973 -2.9957
H -2.5622 3.0059 -1.9268
H -3.6952 2.7239 0.4073
H -2.6772 2.1166 1.7026
H -1.0998 -4.4472 -1.5718
H -2.6527 -3.7774 -2.0979
H -2.5488 -5.4628 -1.5763
*
```

Mulliken population analysis, charges in e, atoms 1 to 8: -1.125, -0.352, 0.335, 0.343, -0.175, -0.574, -0.639, 2.857

(two)
This record from the Open Molecules 2025 dataset describes C21H27N3O4 in the gas phase. The level of theory is ωB97M-V with the def2-TZVPD basis set.

Calculated values
SMILES = CCOC(CCNC(=O)c1cn(C)c(=O)c2c1c1ccccc1n2C)OCC
HOMO-LUMO gap = 8.08 eV

```
! wB97M-V def2-TZVPD RIJCOSX def2/J DEFGRID3
* xyz 0 1
C 5.7046 1.0684 3.1695
C 4.7850 1.1368 1.9626
H 5.3141 1.5510 1.0949
O 4.3300 -0.1744 1.6652
C 3.5720 -0.2619 0.4898
O 4.3112 0.0598 -0.6515
C 5.4424 -0.7605 -0.9177
C 6.3921 0.0160 -1.8164
H 5.8735 0.3096 -2.7245
H 6.7408 0.9138 -1.3129
H 7.2469 -0.6034 -2.0742
H 5.9338 -1.0278 0.0263
H 5.1241 -1.6827 -1.4238
C 2.9531 -1.6660 0.4626
C 1.9785 -1.8327 -0.7015
N 0.7738 -1.0647 -0.5039
C 0.3638 -0.1001 -1.3626
O 0.9479 0.1741 -2.3903
C -0.8472 0.6355 -0.8987
C -0.8447 1.9910 -1.0196
N -1.8434 2.7904 -0.5634
C -2.9781 2.3138 0.0830
O -3.8292 3.0894 0.5079
C -3.0165 0.8784 0.1662
C -2.0020 0.0422 -0.3170
C -2.4582 -1.2992 -0.1241
C -1.9690 -2.5631 -0.4603
C -2.7142 -3.6719 -0.1298
C -3.9430 -3.5543 0.5263
C -4.4664 -2.3219 0.8459
C -3.7246 -1.1931 0.5084
N -4.0394 0.1236 0.6777
C -5.2589 0.6091 1.2631
H -5.3462 0.2642 2.2959
H -5.2423 1.6969 1.2445
H -6.1202 0.2493 0.6959
H -5.4251 -2.2323 1.3331
H -4.4958 -4.4486 0.7726
H -2.3499 -4.6553 -0.3867
H -1.0373 -2.6689 -0.9928
C -1.7206 4.2210 -0.7458
H -0.8343 4.5963 -0.2331
H -2.6104 4.6838 -0.3201
H -1.6536 4.4628 -1.8068
H -0.0092 2.4922 -1.4846
H 0.2655 -1.2051 0.3551
H 2.4272 -1.4664 -1.6283
H 1.7255 -2.8938 -0.8153
H 3.7531 -2.4018 0.3898
H 2.4420 -1.8204 1.4142
H 2.7696 0.4983 0.4955
H 3.9164 1.7805 2.1711
H 5.1728 0.6448 4.0168
H 6.5615 0.4376 2.9498
H 6.0514 2.0657 3.4255
*
```

Mulliken population analysis, charges in e, atoms 1 to 8: -1.272, -0.122, 0.241, -0.387, 0.047, -0.377, -0.124, -1.354

Computed energies relative to the best structure, in eV: (one) 1.836; (two) 0.000

(one)
This record from the Open Molecules 2025 dataset describes a 2-piece molecular cluster, C33H39BO3S overall. The level of theory is ωB97M-V with the def2-TZVPD basis set.

Calculated values
SMILES = Cc1ccc(C(B2OC(C)(C)C(C)(C)O2)c2ccc(C)cc2)cc1.COc1ccc(-c2ccc(C)s2)cc1
HOMO-LUMO gap = 7.84 eV

```
! wB97M-V def2-TZVPD RIJCOSX def2/J DEFGRID3
* xyz 0 1
C -4.8684 -0.8045 3.7094
C -3.6187 -0.7964 2.8808
C -3.0924 0.4389 2.4880
C -1.9093 0.5033 1.7622
C -1.2594 -0.6579 1.3295
C 0.0711 -0.5144 0.6350
C 1.2202 -0.2892 1.6053
C 2.3209 0.5088 1.2468
C 3.4912 0.4814 1.9902
C 3.5987 -0.3403 3.1211
C 4.8803 -0.5145 3.8755
C 2.4578 -1.0137 3.5630
C 1.2843 -0.9990 2.8195
C -1.8071 -1.8969 1.6870
C -2.9489 -1.9634 2.4962
H -5.1382 -1.8194 4.0114
H -4.7148 -0.1958 4.6096
H -5.7150 -0.3596 3.1677
H -3.6144 1.3541 2.7744
H -1.4525 1.4704 1.5530
H 0.0177 0.2826 -0.1183
H 2.2404 1.1239 0.3508
H 4.3583 1.0603 1.6736
H 5.0629 -1.5707 4.1091
H 5.7420 -0.1391 3.3181
H 4.8394 0.0145 4.8369
H 2.5112 -1.6061 4.4779
H 0.4152 -1.5702 3.1486
H -1.3203 -2.8157 1.3686
H -3.3325 -2.9301 2.8311
C -4.3301 5.2194 2.0617
O -2.8990 5.1612 1.8751
C -2.3746 4.3921 0.8841
C -0.9904 4.5535 0.5989
C -0.4059 3.8675 -0.4402
C -1.1597 2.9626 -1.2258
B 0.7079 -1.8641 0.0203
C -0.6046 2.3371 -2.3979
C -1.2689 1.5184 -3.3116
C -0.5437 1.2868 -4.5144
C 0.6845 1.9341 -4.5352
C 1.6252 2.0057 -5.6775
S 1.0235 2.6505 -2.9961
O 1.6283 -1.3677 -0.9199
C 2.1590 -2.4984 -1.6084
C 2.4335 -2.0621 -3.0329
C 3.4555 -2.8932 -0.8924
C 1.0046 -3.5718 -1.3931
C -0.1098 -3.4128 -2.4290
C 1.5050 -4.9972 -1.3837
O 0.4757 -3.2036 -0.0745
C -2.5193 2.7498 -0.8818
C -3.1326 3.4661 0.1278
H -4.4604 5.9940 2.8185
H -4.8518 5.5030 1.1368
H -4.7290 4.2624 2.4274
H -0.4065 5.2503 1.2005
H 0.6467 4.0530 -0.6550
H -2.2567 1.1144 -3.1235
H -0.9073 0.7060 -5.3604
H 1.1156 1.6409 -6.5750
H 1.9535 3.0404 -5.8507
H 2.5111 1.3797 -5.4903
H 2.7280 -2.9152 -3.6563
H 1.5574 -1.5746 -3.4744
H 3.2515 -1.3348 -3.0404
H 3.9664 -3.7151 -1.4134
H 4.1290 -2.0273 -0.8576
H 3.2527 -3.1900 0.1481
H 0.2678 -3.6705 -3.4269
H -0.9434 -4.0880 -2.1930
H -0.5045 -2.3854 -2.4631
H 2.0272 -5.2086 -2.3310
H 2.2004 -5.1540 -0.5511
H 0.6749 -5.7086 -1.3063
H -3.1107 2.0384 -1.4579
H -4.1959 3.3144 0.3189
*
```

Mulliken population analysis, charges in e, atoms 1 to 8: -1.474, 1.268, -0.960, -0.300, -0.602, 1.259, 0.075, -0.514

(two)
This record from the Open Molecules 2025 dataset describes a 2-piece molecular cluster, C33H39BO3S overall. The level of theory is ωB97M-V with the def2-TZVPD basis set.

Calculated values
HOMO-LUMO gap = 3.00 eV

```
! wB97M-V def2-TZVPD RIJCOSX def2/J DEFGRID3
* xyz 0 1
C 1.3465 -3.5361 -6.8309
C 0.9647 -3.3675 -5.3936
C 1.5444 -4.2026 -4.4330
C 1.2523 -4.0128 -3.0786
C 0.5592 -2.8729 -2.6811
B 2.4725 0.1914 2.6369
C 0.5384 -2.4296 -1.2093
C -0.6958 -1.7076 -0.7565
C -1.3878 -2.2668 0.2810
C -0.7698 -3.3696 0.9048
C -1.3195 -4.0188 2.1172
S 0.4613 -3.9983 -0.0784
O 3.1510 -0.9349 2.9626
C 2.6227 -1.2971 4.2838
C 1.9317 -2.6412 4.1484
C 3.7828 -1.5059 5.2438
C 1.6765 -0.0757 4.6906
C 0.2034 -0.4018 4.8923
C 2.1747 0.7176 5.8845
O 1.7370 0.8368 3.5578
C -0.1525 -2.1406 -3.6355
C 0.0640 -2.3826 -4.9963
H 0.8568 -2.7659 -7.4322
H 2.4337 -3.4166 -6.9195
H 1.0783 -4.5220 -7.2375
H 2.1915 -5.0302 -4.7421
H 1.5596 -4.7547 -2.3324
H -0.9121 -0.7185 -1.1682
H -2.3286 -1.8801 0.6647
H -1.8844 -3.2744 2.6863
H -2.0161 -4.8098 1.8217
H -0.5459 -4.4413 2.7663
H 1.4254 -2.9011 5.0889
H 1.2225 -2.6789 3.3138
H 2.6842 -3.4166 3.9534
H 3.4040 -1.7803 6.2396
H 4.4110 -2.3391 4.9084
H 4.4321 -0.6309 5.3524
H 0.0559 -1.0393 5.7725
H -0.3545 0.5291 5.0550
H -0.2422 -0.8890 4.0175
H 2.0796 0.1473 6.8166
H 3.2193 1.0221 5.7650
H 1.5839 1.6327 5.9982
H -0.8841 -1.3906 -3.3269
H -0.4499 -1.8102 -5.7713
C 5.5679 -5.4121 -3.8437
O 5.7884 -5.1023 -2.4465
C 5.1653 -4.0194 -1.9051
C 4.6755 -4.0922 -0.5804
C 3.6093 -3.2919 -0.2171
C 3.0561 -2.3740 -1.1144
C 1.7258 -1.6990 -0.7389
C 1.7178 -0.1809 -1.0727
C 1.7626 0.7611 -0.0375
C 1.3661 2.0704 -0.3139
C 1.2657 2.5160 -1.6488
C 0.8374 3.8929 -2.0737
C 1.5442 1.6220 -2.6758
C 1.6425 0.2597 -2.4011
C 3.7766 -2.0825 -2.2722
C 4.8101 -2.9066 -2.6948
H 5.7253 -6.4924 -3.8957
H 4.5488 -5.1752 -4.1922
H 6.3055 -4.8917 -4.4716
H 5.0466 -4.8740 0.0726
H 3.1788 -3.3861 0.7868
H 1.6784 -1.7131 0.3612
H 2.1416 0.4216 1.0495
H 1.1639 2.7660 0.5062
H -0.0327 3.8294 -2.7482
H 0.5639 4.5385 -1.2347
H 1.6227 4.3942 -2.6566
H 1.6203 1.9901 -3.6993
H 1.6305 -0.4473 -3.2298
H 3.4792 -1.2517 -2.8991
H 5.2658 -2.7471 -3.6770
*
```

Mulliken population analysis, charges in e, atoms 1 to 8: -1.456, 0.804, -0.794, -0.191, 0.263, 0.313, 1.942, -0.878

Computed energies relative to the best structure, in eV: (one) 0.000; (two) 7.042